The following is a DFT calculation (wB97M-V/def2-TZVPD) of one molecule with the formula C26H30N4O5S in a non-equilibrium geometry.

CARTESIAN COORDINATES (ANGSTROEM)
S -2.195 0.982 2.343
O -0.242 3.535 0.189
O 0.543 -0.146 -1.743
O 2.499 -2.877 1.646
O -0.673 -1.165 1.967
O -6.051 -1.362 -0.412
N 1.557 1.816 -1.219
N 0.373 0.713 1.496
N 1.224 -0.310 1.277
N -1.573 1.923 -0.636
C 3.319 1.802 0.525
C 3.939 1.680 -1.850
C -1.808 2.651 1.723
C -0.738 0.183 1.902
C -4.910 -0.636 -0.506
C -1.141 2.729 0.355
C -2.698 1.064 -0.575
C 2.882 -2.264 -0.701
C 5.598 -2.308 -0.127
C 0.602 -1.402 1.553
C 4.581 2.618 0.244
C -2.552 -0.291 -0.838
C 3.313 -2.555 0.586
C -5.054 0.735 -0.277
C 0.522 1.064 -1.594
C 1.112 -2.802 1.502
C 5.170 1.941 -0.989
C 5.171 -2.031 -1.417
C -0.765 1.874 -1.849
C -6.039 -2.746 -0.707
C -6.015 -3.027 -2.207
C -3.966 1.577 -0.318
C -3.645 -1.137 -0.800
C 2.845 1.276 -0.843
C 4.678 -2.573 0.866
C 3.817 -2.013 -1.693
H 1.377 2.778 -0.961
H 5.913 2.555 -1.497
H -1.127 3.128 2.429
H -2.760 3.181 1.730
H 4.105 0.911 -2.601
H -5.108 -2.637 -2.663
H -6.869 -2.552 -2.683
H 0.768 -3.285 0.575
H -6.971 -3.121 -0.275
H 5.890 -1.828 -2.196
H -6.042 1.117 -0.072
H 4.991 -2.799 1.874
H -0.518 2.896 -2.147
H -6.065 -4.098 -2.379
H -5.201 -3.242 -0.201
H 2.537 2.387 1.005
H 3.544 0.957 1.172
H 6.652 -2.319 0.105
H 2.727 0.192 -0.814
H 0.690 -3.350 2.352
H 1.836 -2.195 -0.951
H -3.489 -2.186 -0.998
H -1.349 1.386 -2.629
H -4.097 2.637 -0.161
H 5.630 0.992 -0.707
H 3.638 2.599 -2.357
H 3.467 -1.790 -2.690
H 4.322 3.652 0.009
H -1.575 -0.685 -1.079
H 5.267 2.621 1.090

## Properties
Calculated total energy (eV): -54482.0700
HOMO (Eh): -0.301
E_LUMO (eV): 0.5
Energy above the lowest of the compared OMol25 structures with the same formula, charge and spin (kcal per mole): 29.96
SMILES string: CCOc1ccc(N(CC(=O)NC2CCCC2)C(=O)CSc2nnc(COc3ccccc3)o2)cc1